No. 1
The following is a DFT calculation (the ωB97M-V functional and the def2-TZVPD basis) of C38H42BiN7OS as an isolated structure in a non-equilibrium geometry.

XYZ file:
```
90
Properties=species:S:1:pos:R:3:mulliken_spin:R:1
Bi -0.175 -0.124 0.335 -0.07
C -4.144 -3.990 2.412 0.00
C -4.378 -3.062 1.404 0.00
C -3.322 -2.527 0.674 0.00
C -2.004 -2.911 0.937 0.01
C -1.785 -3.890 1.913 0.00
C -2.840 -4.409 2.652 0.00
N -0.901 -2.310 0.279 0.01
C 0.038 -3.155 -0.301 0.01
C -0.275 -4.407 -0.858 -0.03
C 0.696 -5.167 -1.500 0.06
C 2.017 -4.730 -1.576 -0.03
C 2.366 -3.520 -0.988 0.07
C 1.399 -2.740 -0.370 -0.01
N 1.626 -1.509 0.251 0.44
N 2.677 -1.362 1.007 0.32
C 2.475 -0.478 2.033 -0.02
C 3.513 -0.290 2.972 0.06
C 3.297 0.475 4.087 0.00
C 2.048 1.080 4.283 0.09
C 1.088 0.904 3.317 -0.03
N 1.284 0.161 2.210 0.11
H -4.966 -4.383 3.001 0.00
H -5.392 -2.749 1.181 0.00
H -3.487 -1.802 -0.115 0.00
H -0.770 -4.228 2.099 0.00
H -2.641 -5.135 3.432 0.00
H -1.293 -4.772 -0.783 0.00
H 0.413 -6.112 -1.955 0.00
H 2.769 -5.326 -2.083 0.00
H 3.391 -3.163 -0.992 0.00
H 4.454 -0.790 2.776 0.00
H 4.086 0.611 4.819 0.00
H 1.842 1.682 5.159 0.00
H 0.112 1.368 3.400 0.01
C -0.339 3.321 -0.585 0.00
C 0.855 3.182 0.169 0.00
C 1.782 2.459 -0.613 0.01
C 1.163 2.151 -1.848 0.00
C -0.151 2.682 -1.833 0.01
C -1.221 2.513 -2.889 0.00
C 1.872 1.469 -2.991 0.00
C 3.203 2.088 -0.233 0.00
C 1.136 3.746 1.540 0.00
C -1.553 4.137 -0.204 0.00
H -1.858 1.649 -2.668 0.00
H -0.787 2.347 -3.883 0.00
H -1.865 3.401 -2.953 0.00
H 2.331 0.519 -2.678 0.00
H 2.678 2.098 -3.394 0.00
H 1.181 1.252 -3.811 0.00
H 3.325 1.016 -0.017 0.00
H 3.535 2.634 0.656 0.00
H 3.908 2.318 -1.045 0.00
H 1.770 3.075 2.127 0.00
H 0.209 3.898 2.107 0.00
H 1.652 4.717 1.497 0.00
H -2.490 3.617 -0.406 0.00
H -1.596 5.083 -0.769 0.00
H -1.544 4.399 0.861 0.00
O -2.692 0.211 -0.655 0.00
N -3.473 1.068 -0.039 0.00
C -4.440 1.694 -0.760 0.00
C -5.307 2.594 -0.196 0.00
C -5.181 2.880 1.162 0.00
C -4.194 2.249 1.883 0.00
C -3.325 1.317 1.296 0.00
S -2.165 0.449 2.235 0.00
H -4.447 1.419 -1.803 0.00
H -6.050 3.076 -0.818 0.00
H -5.848 3.588 1.642 0.00
H -4.055 2.452 2.938 0.00
N -0.226 -0.793 -2.422 0.00
C 0.119 -1.486 -3.286 0.00
N 0.553 -2.269 -4.272 0.00
C -0.296 -3.355 -4.773 0.00
C 0.578 -4.514 -5.236 0.00
C 1.635 -4.034 -6.236 0.00
C 2.476 -2.918 -5.607 0.00
C 1.573 -1.765 -5.195 0.00
H -0.903 -2.993 -5.613 0.00
H -0.962 -3.667 -3.973 0.00
H -0.058 -5.283 -5.683 0.00
H 1.073 -4.942 -4.363 0.00
H 1.141 -3.648 -7.135 0.00
H 2.271 -4.866 -6.539 0.00
H 3.235 -2.557 -6.304 0.00
H 2.980 -3.302 -4.715 0.00
H 1.091 -1.342 -6.085 0.00
H 2.130 -0.973 -4.702 0.00
```

Summary:
expectation value of S²: 0.77
E: -2544.5262 hartree
multiplicity: 2
strongest force on any atom: 1.9 eV Å⁻¹
ΔE to the lowest compared entry with this formula, charge and spin: 0.0 kcal per mole
net charge: -1


No. 2
The following is a DFT calculation (the ωB97M-V functional and the def2-TZVPD basis) of C38H42N3O4PSSbW as an isolated structure in a non-equilibrium geometry.

XYZ file:
```
91
Properties=species:S:1:pos:R:3:lowdin_charge:R:1
W -0.365 -0.676 -0.893 1.07
O -0.926 2.744 -3.309 0.25
C -0.500 1.677 -2.726 -0.44
O -1.099 1.133 -1.771 -0.17
C 0.727 1.037 -3.219 -0.18
C 1.537 1.417 -4.274 0.08
C 2.644 0.623 -4.563 0.04
C 2.898 -0.509 -3.796 0.09
C 2.026 -0.812 -2.764 -0.17
N 0.967 -0.064 -2.501 0.00
C 2.107 -1.981 -1.834 -0.45
O 2.903 -2.851 -1.848 0.23
O 1.057 -1.930 -0.927 -0.28
H -1.723 3.107 -2.880 0.18
H 1.312 2.309 -4.845 0.15
H 3.300 0.887 -5.381 0.14
H 3.749 -1.152 -3.986 0.15
C -1.169 -3.123 -3.267 -0.21
P -1.997 -1.706 -2.505 0.81
C -2.466 -0.642 -3.897 -0.20
C -3.544 -2.265 -1.788 -0.44
C -3.947 -3.597 -1.835 -0.07
C -5.159 -3.969 -1.267 -0.04
C -5.963 -3.018 -0.659 -0.03
C -5.564 -1.685 -0.611 -0.05
C -4.357 -1.311 -1.170 -0.13
H -0.863 -3.849 -2.513 0.06
H -0.285 -2.777 -3.806 0.06
H -1.844 -3.602 -3.978 0.08
H -3.094 -1.223 -4.573 0.08
H -1.583 -0.306 -4.445 0.05
H -3.041 0.216 -3.551 0.06
H -3.333 -4.349 -2.315 0.10
H -5.477 -5.002 -1.310 0.12
H -6.910 -3.311 -0.227 0.12
H -6.202 -0.947 -0.145 0.12
H -4.052 -0.268 -1.136 0.10
C 0.286 -4.274 3.429 0.00
N 0.035 -3.540 2.174 -0.15
C 0.361 -4.340 0.986 -0.03
C -0.543 -2.353 2.149 -0.56
S -1.509 -1.930 0.680 0.69
N -0.544 -1.529 3.191 -0.16
C 0.512 -1.511 4.215 -0.01
C -1.675 -0.648 3.499 -0.02
H -0.006 -5.307 3.257 0.11
H -0.325 -3.874 4.230 0.10
H 1.338 -4.251 3.705 0.11
H 1.437 -4.506 0.954 0.12
H 0.053 -3.838 0.081 0.02
H -0.148 -5.299 1.066 0.11
H 0.175 -1.951 5.152 0.11
H 0.768 -0.468 4.391 0.07
H 1.396 -2.028 3.857 0.10
H -2.305 -0.497 2.629 0.05
H -1.288 0.306 3.845 0.08
H -2.273 -1.096 4.293 0.12
C 2.679 1.508 5.134 -0.05
C 1.433 2.052 4.848 -0.06
C 0.937 2.008 3.551 -0.15
C 1.696 1.413 2.545 -0.38
C 2.951 0.879 2.826 -0.12
C 3.438 0.927 4.126 -0.05
Sb 0.942 1.492 0.583 1.59
C -0.298 3.184 0.704 -0.40
C 0.267 4.427 0.990 -0.12
C -0.554 5.531 1.171 -0.04
C -1.934 5.396 1.087 -0.04
C -2.501 4.154 0.830 -0.06
C -1.685 3.047 0.639 -0.15
C 2.573 2.081 -0.621 -0.37
C 2.550 3.291 -1.314 -0.13
C 3.643 3.667 -2.085 -0.05
C 4.755 2.840 -2.169 -0.05
C 4.774 1.625 -1.495 -0.06
C 3.682 1.239 -0.730 -0.14
H 3.069 1.554 6.142 0.12
H 0.856 2.529 5.629 0.12
H -0.017 2.474 3.328 0.10
H 3.566 0.444 2.048 0.09
H 4.418 0.526 4.347 0.12
H 1.340 4.538 1.093 0.11
H -0.116 6.496 1.391 0.12
H -2.570 6.258 1.237 0.12
H -3.578 4.050 0.793 0.12
H -2.139 2.080 0.458 0.08
H 1.700 3.959 -1.240 0.09
H 3.634 4.618 -2.601 0.12
H 5.614 3.147 -2.751 0.12
H 5.646 0.986 -1.552 0.12
H 3.716 0.289 -0.206 0.10
```

Summary:
E: -2984.5142 hartree
strongest force on any atom: 1.3 eV Å⁻¹
ΔE to the lowest compared entry with this formula, charge and spin: 6.7 kcal per mole
net charge: +3


No. 3
The following is a DFT calculation (the ωB97M-V functional and the def2-TZVPD basis) of C38H42N3OS2ScSe as an isolated structure in a non-equilibrium geometry.

XYZ file:
```
88
Properties=species:S:1:pos:R:3:lowdin_charge:R:1
Sc -0.610 0.748 -0.321 0.27
C 1.786 6.110 1.179 -0.12
C 1.637 5.349 0.030 -0.10
C 0.930 4.115 0.085 -0.05
C 0.329 3.639 1.273 -0.23
C -0.289 2.340 1.412 -0.19
C -0.747 1.974 2.618 -0.17
C -0.706 2.819 3.766 -0.08
C -0.126 4.052 3.657 -0.06
C 0.400 4.482 2.413 -0.20
C 1.156 5.689 2.355 -0.04
H 2.342 7.103 1.105 0.12
H 1.944 5.730 -0.939 0.10
H 0.867 3.547 -0.848 0.06
H -1.281 1.070 2.715 0.07
H -1.201 2.483 4.660 0.09
H -0.150 4.817 4.472 0.12
H 1.210 6.282 3.261 0.10
C -0.002 -5.952 0.453 -0.11
C -1.425 -6.181 1.090 -0.22
C -2.578 -5.707 0.215 -0.22
C -2.706 -4.247 -0.143 -0.24
N -1.629 -3.846 -1.044 0.03
C -1.380 -2.542 -1.287 -0.75
S -2.404 -1.278 -0.609 0.61
N -0.429 -2.208 -2.105 -0.03
C 0.484 -3.048 -2.838 -0.17
C 0.295 -2.727 -4.292 -0.21
C -0.808 -3.405 -5.076 -0.28
C -2.251 -3.057 -4.811 -0.12
H 0.766 -6.444 1.047 0.06
H 0.274 -4.907 0.406 0.05
H 0.167 -6.317 -0.583 0.08
H -1.389 -5.768 2.129 0.12
H -1.565 -7.248 1.232 0.09
H -3.477 -6.082 0.606 0.09
H -2.522 -6.208 -0.772 0.12
H -2.825 -3.657 0.775 0.10
H -3.721 -4.128 -0.592 0.12
H -1.039 -4.601 -1.284 0.08
H -0.116 -1.193 -2.083 -0.09
H 0.222 -4.103 -2.640 0.12
H 1.558 -2.869 -2.529 0.12
H 1.210 -2.983 -4.843 0.11
H 0.214 -1.622 -4.505 0.11
H -0.772 -4.516 -4.972 0.11
H -0.696 -3.208 -6.120 0.09
H -2.455 -3.133 -3.732 0.05
H -2.946 -3.763 -5.323 0.08
H -2.534 -2.028 -5.153 0.09
N -2.593 1.876 -0.454 0.14
C -3.150 2.881 -0.381 -0.06
C -3.845 4.132 -0.211 -0.21
C -3.596 4.911 0.925 0.00
C -4.326 6.083 1.133 -0.05
C -5.277 6.480 0.157 -0.03
C -5.490 5.661 -1.020 -0.04
C -4.785 4.487 -1.148 -0.04
H -2.934 4.443 1.708 0.14
H -4.289 6.489 2.077 0.08
H -5.954 7.295 0.387 0.10
H -6.264 5.960 -1.725 0.11
H -4.861 3.869 -1.951 0.09
O 0.630 -0.537 1.044 -0.59
S 1.827 -0.875 1.835 1.03
C 2.805 0.544 2.352 -0.34
C 3.648 0.483 3.461 -0.06
C 4.424 1.629 3.764 -0.07
C 4.259 2.775 3.034 -0.09
C 3.506 2.755 1.894 -0.07
C 2.828 1.630 1.443 -0.04
C 2.961 -1.686 0.720 -0.36
C 2.992 -1.262 -0.576 -0.09
C 3.850 -1.963 -1.430 -0.06
C 4.672 -3.012 -0.986 -0.08
C 4.484 -3.510 0.258 -0.11
C 3.614 -2.874 1.119 -0.08
H 3.804 -0.373 4.067 0.10
H 5.124 1.501 4.557 0.10
H 4.787 3.703 3.299 0.12
H 3.394 3.763 1.364 0.13
H 2.209 1.680 0.555 0.09
H 2.427 -0.456 -0.969 0.03
H 3.805 -1.670 -2.488 0.12
H 5.413 -3.414 -1.636 0.10
H 5.006 -4.409 0.645 0.12
H 3.481 -3.242 2.147 0.11
Se 0.405 0.879 -2.479 0.03
```

Summary:
E: -5671.2599 hartree
strongest force on any atom: 3.4 eV Å⁻¹
ΔE to the lowest compared entry with this formula, charge and spin: 5.7 kcal per mole
net charge: 0


No. 4
The following is a DFT calculation (the ωB97M-V functional and the def2-TZVPD basis) of a 3-piece molecular cluster, C38H42N4O10P3S overall in a non-equilibrium geometry.

XYZ file:
```
98
Properties=species:S:1:pos:R:3:lowdin_charge:R:1
N 0.223 4.743 4.697 0.00
C -0.307 3.527 4.102 -0.30
C -1.745 3.139 4.504 -0.20
C -1.843 2.105 5.655 -0.22
C -2.750 0.884 5.469 -0.56
P -2.730 0.112 7.220 0.97
P -4.212 1.344 8.229 0.26
O -4.152 2.749 7.790 -0.29
O -3.835 1.044 9.738 -0.16
O -5.698 0.751 8.035 -0.17
C -4.234 1.087 4.996 -0.19
C -4.781 2.477 4.664 -0.16
O -4.795 2.584 3.261 -0.11
C -5.101 3.855 2.721 -0.22
O -5.813 4.626 3.639 -0.12
C -6.726 5.549 3.059 -0.16
C -8.174 5.085 3.252 -0.21
O -8.281 3.669 3.202 -0.06
N -4.300 0.119 3.845 0.20
C -3.388 -0.810 4.096 -0.47
N -3.541 -2.107 3.877 0.25
N -2.228 -0.254 4.621 -0.21
P -1.028 0.013 3.379 0.41
S -1.560 0.828 1.731 0.34
H -0.360 5.542 4.486 0.07
H 0.334 4.670 5.699 0.07
H -0.288 3.671 3.021 0.10
H 0.395 2.722 4.332 0.09
H -2.325 2.813 3.642 0.06
H -2.219 4.059 4.854 0.11
H -0.840 1.712 5.851 0.10
H -2.142 2.601 6.577 0.09
H -3.490 -1.062 7.014 -0.06
H -4.387 1.544 10.361 0.11
H -6.258 1.470 7.691 0.09
H -4.903 0.633 5.723 0.10
H -4.167 3.241 5.136 0.11
H -5.785 2.571 5.082 0.13
H -4.158 4.348 2.446 0.14
H -5.684 3.672 1.816 0.14
H -6.512 5.686 1.996 0.12
H -6.572 6.514 3.541 0.13
H -8.530 5.442 4.221 0.12
H -8.811 5.485 2.466 0.12
H -8.103 3.335 4.091 0.08
H -5.235 -0.258 3.715 0.18
H -2.755 -2.662 3.573 0.13
H -4.415 -2.579 4.048 0.14
H -0.609 -1.312 3.210 -0.01
H 0.001 0.598 4.115 0.00
C 2.704 -1.002 -6.750 -0.06
C 3.168 0.280 -6.479 -0.04
C 2.551 1.052 -5.509 0.01
C 1.465 0.544 -4.807 -0.08
C 0.991 -0.740 -5.088 -0.09
C 1.620 -1.513 -6.057 -0.01
C -0.190 -1.300 -4.374 -0.28
O -0.596 -2.419 -4.600 0.11
C -0.866 -0.432 -3.363 -0.08
C -2.002 -0.908 -2.719 0.00
C -2.635 -0.125 -1.770 -0.07
C -2.134 1.134 -1.456 -0.14
C -1.007 1.615 -2.098 0.00
C -0.372 0.836 -3.058 -0.08
C 0.829 1.387 -3.755 -0.28
O 1.265 2.481 -3.470 0.11
H 3.194 -1.604 -7.505 0.11
H 4.014 0.675 -7.027 0.11
H 2.903 2.049 -5.285 0.12
H 1.249 -2.509 -6.259 0.12
H -2.376 -1.890 -2.974 0.12
H -3.521 -0.495 -1.270 0.10
H -2.632 1.745 -0.715 0.07
H -0.607 2.593 -1.868 0.12
C 4.180 -3.923 -4.313 -0.05
C 4.557 -4.970 -3.479 -0.06
C 5.800 -5.563 -3.624 0.00
C 6.670 -5.118 -4.612 -0.08
C 6.285 -4.080 -5.460 -0.08
C 5.042 -3.480 -5.301 0.00
C 7.177 -3.603 -6.557 -0.28
O 6.839 -2.696 -7.287 0.10
C 8.491 -4.285 -6.724 -0.08
C 9.324 -3.897 -7.766 0.00
C 10.554 -4.509 -7.932 -0.05
C 10.961 -5.508 -7.055 -0.05
C 10.134 -5.903 -6.017 0.00
C 8.895 -5.298 -5.851 -0.08
C 8.011 -5.760 -4.741 -0.28
O 8.365 -6.627 -3.972 0.11
H 3.210 -3.455 -4.196 0.10
H 3.878 -5.324 -2.713 0.11
H 6.109 -6.374 -2.979 0.12
H 4.762 -2.670 -5.958 0.10
H 8.996 -3.116 -8.438 0.12
H 11.200 -4.208 -8.746 0.11
H 11.925 -5.982 -7.184 0.11
H 10.436 -6.681 -5.329 0.12
```

Summary:
E: -3866.7682 hartree
strongest force on any atom: 2.5 eV Å⁻¹
ΔE to the lowest compared entry with this formula, charge and spin: 0.0 kcal per mole
net charge: +1


No. 5
The following is a DFT calculation (the ωB97M-V functional and the def2-TZVPD basis) of C38H42N5OS4ScSi as an isolated structure in a non-equilibrium geometry.

XYZ file:
```
92
Properties=species:S:1:pos:R:3:lowdin_charge:R:1
Sc -0.102 -0.078 0.053 0.64
C 0.367 5.159 2.668 -0.09
C -0.771 4.339 3.274 -0.28
N -1.585 3.683 2.284 -0.01
C -1.286 2.529 1.655 -0.77
S 0.216 1.778 1.978 0.70
N -2.245 2.085 0.866 0.00
N -2.054 0.924 0.219 -0.07
C -3.088 0.424 -0.419 -0.26
C -4.403 1.147 -0.458 -0.02
C -2.889 -0.856 -1.036 -0.21
C -3.964 -1.678 -1.417 0.00
C -3.714 -2.931 -1.921 -0.05
C -2.390 -3.346 -2.075 -0.04
C -1.388 -2.480 -1.696 -0.15
N -1.602 -1.272 -1.183 0.03
H 0.871 5.715 3.455 0.07
H 1.086 4.493 2.198 0.03
H -0.015 5.855 1.923 0.06
H -0.343 3.578 3.935 0.09
H -1.435 4.983 3.854 0.12
H -2.440 4.122 1.987 0.14
H -4.194 2.210 -0.361 0.07
H -4.941 0.964 -1.385 0.08
H -5.033 0.849 0.381 0.09
H -4.976 -1.336 -1.265 0.11
H -4.528 -3.585 -2.191 0.11
H -2.146 -4.321 -2.463 0.11
H -0.347 -2.763 -1.810 0.07
C 5.219 2.701 -1.311 -0.11
C 4.312 3.090 -0.341 -0.12
C 2.965 2.811 -0.496 -0.20
C 2.479 2.157 -1.625 -0.35
C 3.421 1.707 -2.546 -0.12
C 4.768 1.979 -2.402 -0.09
Si 0.596 1.778 -1.892 0.67
C -0.302 3.494 -1.999 -0.34
C -0.075 4.553 -1.124 -0.12
C -0.760 5.750 -1.242 -0.10
C -1.697 5.924 -2.246 -0.11
C -1.962 4.874 -3.109 -0.11
C -1.281 3.681 -2.973 -0.14
H 6.265 2.957 -1.218 0.10
H 4.656 3.621 0.535 0.10
H 2.285 3.104 0.291 0.05
H 3.086 1.137 -3.400 0.08
H 5.467 1.641 -3.154 0.10
H 0.640 1.521 -3.399 -0.04
H 0.662 4.450 -0.342 0.07
H -0.554 6.563 -0.558 0.09
H -2.211 6.869 -2.357 0.09
H -2.692 4.992 -3.898 0.09
H -1.501 2.868 -3.651 0.08
C -1.502 -4.233 2.661 -0.12
C -0.363 -4.259 1.876 -0.12
C 0.093 -3.098 1.269 -0.17
C -0.550 -1.853 1.416 -0.22
C -1.705 -1.882 2.222 -0.15
C -2.177 -3.038 2.826 -0.11
H -1.861 -5.136 3.136 0.09
H 0.172 -5.190 1.727 0.09
H 0.984 -3.174 0.642 0.08
H -2.274 -0.968 2.391 0.08
H -3.083 -2.997 3.416 0.09
S 1.547 -1.918 -3.562 0.63
C 0.780 -2.815 -4.688 -1.19
N -0.461 -2.586 -5.157 -0.07
C -0.884 -3.313 -6.331 -0.24
C -0.119 -4.632 -6.303 -0.42
S 1.452 -4.262 -5.442 0.91
H -0.927 -1.736 -4.885 0.14
H -0.639 -2.751 -7.242 0.12
H -1.963 -3.483 -6.306 0.12
H 0.119 -5.008 -7.295 0.07
H -0.647 -5.398 -5.734 0.07
C 2.949 -0.434 2.649 -0.18
S 3.040 0.285 0.969 0.97
O 1.922 -0.390 0.242 -0.64
C 4.505 -0.633 0.444 -0.35
C 5.750 -0.071 0.670 -0.09
C 6.881 -0.727 0.218 -0.07
C 6.758 -1.933 -0.452 -0.08
C 5.509 -2.491 -0.671 -0.06
C 4.373 -1.835 -0.226 -0.06
H 2.769 -1.500 2.566 0.07
H 2.114 0.058 3.141 0.02
H 3.868 -0.228 3.183 0.06
H 5.825 0.874 1.185 0.11
H 7.856 -0.289 0.369 0.11
H 7.642 -2.440 -0.811 0.10
H 5.417 -3.424 -1.205 0.11
H 3.388 -2.235 -0.410 0.10
```

Summary:
E: -4465.2652 hartree
strongest force on any atom: 2.3 eV Å⁻¹
ΔE to the lowest compared entry with this formula, charge and spin: 0.0 kcal per mole
net charge: 0